(1)
# C11H14ClNO3

An isolated molecule of C11H14ClNO3 (the ωB97M-V functional and the def2-TZVPD basis, the OMol25 dataset).

```
30
Properties=species:S:1:pos:R:3
O 3.658 -0.113 -1.120
H 3.341 0.899 2.485
H 1.826 -1.804 -1.855
H 4.174 1.111 0.921
H -1.307 1.570 -1.564
H 0.708 0.208 -1.474
H -3.519 -2.179 1.814
O 2.012 2.270 -0.291
H -4.521 -1.388 0.586
N 2.642 -0.248 0.897
C -1.306 0.665 -0.978
C -0.162 -1.272 -0.161
Cl -3.845 1.297 -0.354
H -3.956 -0.469 1.972
C -1.308 -1.631 0.548
H -1.279 -2.535 1.137
H 1.340 2.095 1.582
C -2.457 -0.863 0.507
C -0.163 -0.116 -0.929
C 2.861 -0.643 -0.371
H 1.889 -0.682 1.410
C 2.306 2.185 1.077
H 2.804 3.101 1.431
C -3.683 -1.255 1.268
C 3.201 0.982 1.406
H 2.696 -2.759 -0.638
C 2.061 -1.880 -0.787
H 2.819 2.097 -0.797
O 0.909 -2.116 -0.013
C -2.434 0.295 -0.271
```

Calculated values
SMILES string ... Cc1cc(OCC(=O)NCCO)ccc1Cl
HOMO-LUMO gap ... 9.28 eV
Highest occupied orbital energy ... -8.58 eV
Energy relative to the best compared isomer or geometry (same formula, charge and spin) ... 0.0 kcal/mol

---

(2)
# CH2ClNO2S

A 2-piece molecular cluster, CH2ClNO2S overall in a non-equilibrium geometry (the ωB97M-V functional and the def2-TZVPD basis, the OMol25 dataset).

```
8
Properties=species:S:1:pos:R:3
H -1.416 2.857 -0.427
Cl -0.845 -3.067 -0.004
O 2.182 0.662 -0.159
H -0.380 -2.503 1.091
C -0.888 1.966 -0.644
S 1.190 -0.352 -0.137
O 0.568 -0.513 1.152
N -0.411 0.951 -0.872
```

Calculated values
HOMO-LUMO gap ... 10.71 eV
Highest occupied orbital energy ... -10.82 eV
Energy relative to the best compared isomer or geometry (same formula, charge and spin) ... 36.2 kcal/mol

---

(3)
# C4H6O

A 2-piece molecular cluster, C4H6O overall in a non-equilibrium geometry (the ωB97M-V functional and the def2-TZVPD basis, the OMol25 dataset).

```
11
Properties=species:S:1:pos:R:3
C -0.049 -0.686 -0.150
C 0.913 -1.433 -0.958
H -1.703 1.210 1.083
H -0.008 1.653 0.742
H 2.271 -0.295 0.502
C 1.418 -0.658 -0.023
C -0.975 1.409 0.291
H 1.061 -2.118 -1.758
O -0.874 0.288 -0.568
H -1.316 2.244 -0.321
H -0.737 -1.613 1.161
```

Calculated values
HOMO-LUMO gap (spin up / spin down) ... 9.78 / 9.78 eV
Highest occupied orbital energy (spin up / spin down) ... -8.62 / -8.62 eV
Energy relative to the best compared isomer or geometry (same formula, charge and spin) ... 109.5 kcal/mol

---

(4)
# C8H22BN5NbO

C8H22BN5NbO as an isolated structure in a non-equilibrium geometry (the ωB97M-V functional and the def2-TZVPD basis, the OMol25 dataset).

```
38
Properties=species:S:1:pos:R:3
N 2.562 1.174 0.140
H 2.811 4.049 4.204
C 1.388 3.722 2.699
N 3.679 -2.088 -0.350
H 4.289 -2.169 -1.165
B 2.213 0.596 -1.152
C 1.280 -3.803 -1.840
H 0.115 -1.140 -1.577
H 2.215 -1.389 -2.725
H 1.314 -3.941 -2.920
Nb 1.742 -1.761 -0.981
H 1.460 2.993 4.663
C -2.834 1.016 -2.048
H -3.255 2.001 -1.852
C -0.095 -4.162 -1.288
H 4.113 -1.342 0.190
H -0.884 -3.841 -1.968
H 1.510 2.174 -2.164
H -0.228 -5.242 -1.149
H -3.638 0.348 -2.352
H -3.947 1.808 2.434
H -2.098 1.075 -2.848
H 2.074 -4.441 -1.431
H 2.623 0.453 0.850
C 2.140 3.264 3.858
O 2.188 1.500 -2.220
H 1.112 -1.537 0.809
N -5.805 1.932 -0.097
N -1.697 0.083 0.099
H -5.343 0.775 2.816
C -5.306 1.546 0.865
C -2.213 0.507 -0.834
H 1.923 1.886 0.484
H -4.023 0.173 1.778
N 0.812 4.043 1.756
C -4.620 1.044 2.048
H 2.727 2.390 3.579
H -0.305 -3.694 -0.314
```

Calculated values
Net charge ... -1
HOMO-LUMO gap ... 5.89 eV
Highest occupied orbital energy ... -3.32 eV
Energy relative to the best compared isomer or geometry (same formula, charge and spin) ... 0.0 kcal/mol

---

(5)
# CH6OSi2

An isolated molecule of CH6OSi2 in a non-equilibrium geometry (the ωB97M-V functional and the def2-TZVPD basis, the OMol25 dataset).

```
10
Properties=species:S:1:pos:R:3
Si -0.208 -0.123 1.020
C -1.630 0.412 -0.298
H -0.606 0.708 2.221
H 2.276 0.975 -0.174
H 2.469 -1.321 -0.503
H 0.898 0.145 -1.719
Si 1.524 -0.190 -0.410
O -2.341 -0.461 -0.794
H -0.664 -1.560 1.299
H -1.720 1.414 -0.643
```

Calculated values
Multiplicity ... 3
HOMO-LUMO gap (spin up / spin down) ... 6.78 / 9.21 eV
Highest occupied orbital energy (spin up / spin down) ... -6.37 / -11.05 eV
Energy relative to the best compared isomer or geometry (same formula, charge and spin) ... 0.8 kcal/mol

---

(6)
# C5H7N

A 2-piece molecular cluster, C5H7N overall in a non-equilibrium geometry (the ωB97M-V functional and the def2-TZVPD basis, the OMol25 dataset).

```
13
Properties=species:S:1:pos:R:3
C -0.770 1.135 1.880
C -0.410 -2.411 -2.764
N -0.469 -1.617 -1.948
C -0.063 0.732 0.616
H -0.608 2.155 2.167
H -0.434 -3.109 -3.539
H 1.257 -0.932 0.334
H -0.274 0.585 2.709
H 2.027 0.822 0.668
H 0.049 1.053 -1.579
C 0.296 0.665 -0.652
H -1.857 0.821 1.723
C 1.255 0.100 0.384
```

Calculated values
SMILES string ... CC1=CC1.C#N
HOMO-LUMO gap ... 9.31 eV
Highest occupied orbital energy ... -8.30 eV
Energy relative to the best compared isomer or geometry (same formula, charge and spin) ... 98.6 kcal/mol

---

(7)
# CH12N2O4

A 5-piece molecular cluster, CH12N2O4 overall in a non-equilibrium geometry (the ωB97M-V functional and the def2-TZVPD basis, the OMol25 dataset).

```
19
Properties=species:S:1:pos:R:3
O 0.121 0.605 3.791
H -1.446 -1.551 1.945
H -2.474 0.567 -1.321
H 1.870 -0.157 -1.920
O -0.761 -1.783 1.327
H 0.386 -0.166 -1.066
N -0.835 -1.509 -3.068
N 0.889 -0.381 -1.913
H 0.966 -0.933 -3.890
H -1.698 -0.665 -1.266
O -1.886 0.112 -0.697
H -1.068 -1.350 0.522
H 3.196 2.486 1.853
H -0.615 0.058 4.125
C 0.344 -0.952 -2.992
H 2.153 2.468 2.970
O 2.493 2.997 2.263
H -0.349 1.193 3.194
H -1.286 -1.037 -3.856
```

Calculated values
SMILES string ... [H]/N=C/N.O.O.O.O
HOMO-LUMO gap ... 9.51 eV
Highest occupied orbital energy ... -9.05 eV
Energy relative to the best compared isomer or geometry (same formula, charge and spin) ... 42.8 kcal/mol

---

(8)
# C46H84NO20Pd2S7

C46H84NO20Pd2S7 as an isolated structure in a non-equilibrium geometry (the ωB97M-V functional and the def2-TZVPD basis, the OMol25 dataset).

```
160
Properties=species:S:1:pos:R:3
H -15.683 19.642 0.327
O -23.907 18.505 -5.926
O -18.790 19.139 9.963
H -21.322 20.344 8.358
C -17.708 6.105 9.944
C -20.672 13.996 2.762
H -27.903 9.788 13.404
H -15.157 20.749 -2.888
H -31.644 14.922 3.144
C -29.235 4.501 5.476
C -21.040 17.184 -6.644
H -15.861 22.704 -4.206
H -16.144 18.924 -1.121
H -19.227 4.536 9.939
H -29.262 9.772 12.156
C -21.357 10.092 -3.285
H -25.271 9.844 12.250
H -22.922 11.465 4.969
H -15.052 8.951 1.671
H -20.048 8.818 -2.037
C -22.289 12.156 4.433
O -17.132 5.435 7.413
H -18.194 20.805 -0.561
H -30.573 13.594 5.384
H -14.261 21.712 1.209
O -26.469 4.721 2.955
H -13.266 7.999 2.987
H -21.398 15.350 -7.901
C -21.980 13.716 2.556
C -21.005 18.199 8.552
C -16.088 21.312 -1.011
H -29.292 3.535 3.392
H -25.020 10.370 10.720
C -15.976 22.798 -3.127
C -20.257 6.504 9.498
C -25.827 10.335 11.451
C -19.816 6.332 8.060
C -21.727 17.102 -5.307
O -17.556 7.881 7.805
S -17.876 6.479 8.138
H -18.631 20.155 7.615
H -18.229 18.879 6.621
C -13.654 24.310 -0.147
H -19.871 10.379 -1.698
C -28.230 10.031 12.393
C -23.355 16.035 -7.137
H -19.150 5.741 11.258
S -19.186 18.300 8.784
C -20.055 13.436 3.879
H -27.652 9.659 10.326
H -13.811 23.412 -2.556
C -13.830 9.836 0.131
C -17.486 21.634 -0.594
H -20.682 18.761 5.819
C -30.627 14.618 3.390
H -13.516 25.327 -0.512
S -23.557 17.054 -5.589
Pd -16.100 12.510 7.569
H -20.012 16.845 -6.517
S -12.738 10.314 2.650
C -16.323 24.579 -0.343
C -19.092 19.284 7.148
Pd -25.840 13.261 -1.195
H -17.326 24.161 -0.430
H -14.783 24.665 -2.708
H -27.942 3.065 4.495
O -15.092 22.133 0.978
C -30.354 14.539 4.887
H -28.690 15.262 6.136
H -13.876 24.501 0.903
O -24.226 16.343 -4.507
C -20.549 19.568 6.540
C -19.105 5.593 10.179
O -22.588 14.425 1.675
H -14.415 11.559 1.435
H -12.055 8.222 1.837
C -27.191 9.514 11.303
H -27.060 8.437 11.407
C -21.918 16.275 -7.654
H -16.433 25.506 -0.905
H -29.278 17.277 4.789
C -13.510 11.092 1.047
O -22.392 11.027 -3.132
H -21.354 9.529 -1.071
H -19.272 10.070 -4.329
O -26.169 13.043 11.136
H -16.890 5.429 10.190
C -28.206 5.431 5.921
H -16.948 20.993 -2.859
H -21.618 9.115 -3.693
H -20.636 10.658 -5.221
O -18.817 13.544 4.115
C -28.661 3.839 4.227
H -28.524 11.887 11.142
C -27.777 6.378 4.706
H -17.481 21.863 0.472
O -11.263 10.544 2.676
C -22.718 12.652 3.264
C -21.002 12.644 4.933
H -30.343 13.697 2.880
H -24.233 16.263 -7.741
C -15.981 21.352 -2.506
H -29.370 3.728 6.232
H -20.678 20.620 6.283
H -17.591 7.095 10.385
H -14.588 19.592 -0.955
H -14.334 7.885 0.489
H -20.185 14.753 2.165
H -21.256 17.262 8.054
O -13.744 10.671 3.677
H -28.485 12.264 12.960
H -23.662 15.016 -6.904
C -28.943 15.059 5.095
O -20.492 12.346 5.968
H -28.192 14.299 4.880
C -14.853 23.643 -2.334
H -30.930 15.282 5.437
H -21.957 16.697 -8.658
H -20.107 11.706 -4.043
H -14.634 10.010 -0.584
H -21.418 18.102 9.556
S -29.552 16.082 2.752
S -26.384 11.963 12.087
H -12.872 9.527 -0.289
C -28.167 11.623 12.138
O -23.717 12.039 2.750
H -20.258 7.560 9.766
C -15.043 23.756 -0.778
C -20.688 9.692 -1.918
H -17.947 22.338 -1.286
S -27.760 5.198 3.297
H -12.690 11.683 0.639
H -26.791 6.803 4.520
H -17.015 23.117 -3.051
O -18.543 17.029 8.588
O -30.543 17.113 2.267
H -21.703 16.134 -4.807
O -25.939 12.206 13.480
H -12.817 23.613 -0.190
H -21.659 17.919 -4.589
C -13.028 8.620 2.123
H -30.103 5.160 5.466
H -27.398 4.875 6.395
C -21.463 19.455 7.743
N -15.055 22.285 -0.416
H -16.090 25.020 0.626
C -28.729 16.433 4.371
H -28.596 7.056 4.465
H -27.759 16.904 4.215
C -15.635 19.813 -0.749
H -28.714 5.946 6.737
C -20.198 10.635 -4.223
H -20.276 6.964 7.300
H -20.863 18.240 -6.849
H -21.267 6.129 9.660
H -22.518 19.469 7.470
O -28.576 15.464 1.791
H -19.925 5.252 7.960
C -14.156 8.789 1.071
O -28.516 5.887 2.206
```

Calculated values
Net charge ... +1
Multiplicity ... 5
HOMO-LUMO gap (spin up / spin down) ... 5.69 / 1.11 eV
Highest occupied orbital energy (spin up / spin down) ... -9.52 / -8.18 eV

---

(9)
# C26H39CsN4O2PS2

C26H39CsN4O2PS2 as an isolated structure in a non-equilibrium geometry (the ωB97M-V functional and the def2-TZVPD basis, the OMol25 dataset).

```
75
Properties=species:S:1:pos:R:3
H 1.721 0.824 1.650
H -1.523 0.552 4.844
H 1.523 1.264 3.356
H 5.881 -0.884 -4.765
C 5.776 0.308 -2.404
C -1.158 1.364 4.214
C 1.075 -0.830 2.892
H -2.862 -1.067 4.401
H 3.027 0.419 -1.848
H -5.884 2.920 -6.291
C -2.763 3.108 -3.972
O 6.640 0.979 -2.940
H 0.251 2.477 2.183
H 3.176 0.067 0.518
C 4.854 -0.619 -0.259
H 2.908 -1.823 2.285
H -4.989 5.120 -5.561
H -3.756 -1.298 2.091
H 0.710 -2.174 4.578
H 3.959 -1.752 -6.121
H -1.723 2.268 4.471
H -0.744 1.915 0.834
H 1.652 -1.500 -5.195
C -3.020 -2.065 1.860
H -0.201 -3.421 3.245
H -3.042 0.762 1.397
C -0.998 -3.285 2.514
H 4.279 -1.339 -0.842
H 1.616 -1.786 1.031
H -0.115 1.552 4.467
H -1.312 -1.775 4.870
H -2.688 -2.817 4.492
P -0.637 -0.584 1.989
C 3.798 -1.279 -5.162
H -3.412 0.421 3.103
C 2.516 -1.130 -4.653
S -4.771 0.162 -5.559
C 4.860 -0.810 -4.411
Cs -1.452 -0.664 -1.866
H -0.568 -3.294 1.510
C -3.395 -0.362 -4.524
C 4.608 -0.215 -3.180
C -1.767 -1.975 2.741
H -1.889 3.157 -3.333
C -3.257 1.864 -4.365
C -4.384 1.821 -5.214
H -3.002 5.225 -4.104
C 1.116 -1.181 4.379
N 2.259 -0.537 -3.492
H -1.382 3.110 1.987
C 3.281 -0.080 -2.777
N -2.744 0.643 -3.998
C -0.762 2.213 1.885
N 5.875 -0.041 -1.086
C -5.015 2.976 -5.648
H -1.676 -4.140 2.603
H 2.918 0.321 2.861
C -3.392 4.262 -4.410
H 5.356 -1.154 0.553
H -3.503 -3.040 1.993
H 6.606 0.454 -0.599
C -2.174 -1.891 4.212
H 0.571 -0.456 4.985
H 1.538 -2.919 2.387
C -2.857 1.071 2.428
O 4.041 0.409 0.258
C -1.351 1.070 2.726
H -2.726 -1.965 0.816
H -3.254 2.084 2.552
N -0.500 -0.613 0.478
S -3.072 -1.991 -4.312
H 2.161 -1.182 4.715
C 1.850 0.478 2.678
C 1.830 -1.910 2.099
C -4.510 4.203 -5.238
```

Calculated values
Net charge ... -1
HOMO-LUMO gap ... 6.49 eV
Highest occupied orbital energy ... -4.34 eV
Energy relative to the best compared isomer or geometry (same formula, charge and spin) ... 1.4 kcal/mol

---

(10)
# C5H10OS

An isolated molecule of C5H10OS in a non-equilibrium geometry (the ωB97M-V functional and the def2-TZVPD basis, the OMol25 dataset).

```
17
Properties=species:S:1:pos:R:3
H 2.291 0.121 0.998
C -1.925 0.361 0.249
H -0.115 0.588 -1.893
H 1.990 -1.486 0.332
O -0.326 2.564 0.284
C 0.357 -0.103 0.099
H -2.186 0.783 -0.714
S -0.518 1.311 1.008
C 0.758 0.387 -1.277
C 1.538 -0.654 0.871
H 1.321 1.315 -1.183
H -1.020 -1.558 0.984
H -1.082 -1.536 -0.808
H -2.784 0.207 0.887
C -0.915 -0.948 0.091
H 1.381 -0.349 -1.783
H 1.237 -1.004 1.856
```

Calculated values
HOMO-LUMO gap ... 9.60 eV
Highest occupied orbital energy ... -8.79 eV
Energy relative to the best compared isomer or geometry (same formula, charge and spin) ... 26.5 kcal/mol

---

(11)
# C23H22AuBN4S5Sb

C23H22AuBN4S5Sb as an isolated structure (the ωB97M-V functional and the def2-TZVPD basis, the OMol25 dataset).

```
57
Properties=species:S:1:pos:R:3
H 2.620 -1.627 -4.886
H -0.064 1.347 -3.421
C 3.151 1.120 1.580
C -1.083 -2.772 0.071
H -2.345 0.948 -2.636
C 2.043 -1.649 -3.969
N 0.653 3.406 -0.977
H -1.534 -6.113 -0.409
C -2.814 -3.647 1.530
B 1.662 4.130 -0.018
S -1.732 3.789 0.386
H -3.539 -3.457 2.314
C 1.788 -1.070 -1.645
H 2.081 2.769 -2.441
H -0.155 -4.246 -1.201
C -1.689 -5.121 0.004
C 0.056 -2.294 -2.766
C -0.210 -0.488 0.416
H 3.499 -0.562 -2.823
H 0.917 0.264 3.539
N 2.165 3.010 0.973
H 2.144 -0.570 -0.752
C 1.060 2.725 -2.102
N 2.268 1.515 2.557
C 0.533 -1.692 -1.594
H -2.595 1.199 -0.889
S -3.508 1.074 1.909
C -0.658 3.145 -0.779
H 1.778 1.401 4.579
C 1.881 0.742 3.721
H -0.920 -2.762 -2.754
C -0.915 -4.065 -0.451
C 1.667 2.664 2.171
C 2.533 -1.054 -2.811
H -2.194 -1.603 1.503
H 3.605 2.117 -0.335
C 3.089 2.058 0.607
H -3.121 2.444 -2.032
S -1.927 1.565 4.653
C -0.260 -1.641 -0.360
H 0.396 -2.721 -4.836
H 1.147 5.034 0.569
C -2.047 -2.589 1.078
H 2.648 -0.009 3.904
Au -1.424 2.054 2.367
H 2.622 4.453 -0.693
H 3.706 0.201 1.652
N -1.048 2.292 -1.758
C -0.301 0.509 1.148
S -4.390 -1.359 4.755
Sb -4.259 0.886 4.264
S 0.465 3.464 3.108
C -2.644 -4.920 0.993
C -2.362 1.687 -1.835
C 0.798 -2.266 -3.938
H -3.245 -5.748 1.350
C 0.011 2.033 -2.595
```

Calculated values
Net charge ... -2
Multiplicity ... 2
HOMO-LUMO gap (spin up / spin down) ... 5.46 / 5.32 eV
Highest occupied orbital energy (spin up / spin down) ... -1.22 / -1.25 eV
Energy relative to the best compared isomer or geometry (same formula, charge and spin) ... 20.9 kcal/mol

---

(12)
# C4H9AlO3

C4H9AlO3 as an isolated structure in a non-equilibrium geometry (the ωB97M-V functional and the def2-TZVPD basis, the OMol25 dataset).

```
17
Properties=species:S:1:pos:R:3
H 0.148 -0.120 -2.264
H -1.465 1.809 -1.621
C -0.051 -1.051 2.083
Al -1.797 -0.767 0.734
H -1.654 1.900 0.219
H 2.008 0.827 -1.106
H 2.213 -0.876 -0.719
C 1.531 -0.023 -0.604
H 0.155 -1.583 -0.794
C -1.055 1.557 -0.633
O -0.868 -0.093 2.263
H -0.105 2.097 -0.526
H 1.351 -0.104 0.614
H 0.582 -1.379 2.930
O -0.903 0.146 -0.531
C 0.223 -0.416 -1.207
O -0.313 -1.924 1.163
```

Calculated values
Net charge ... +1
Multiplicity ... 2
HOMO-LUMO gap (spin up / spin down) ... 8.85 / 9.92 eV
Highest occupied orbital energy (spin up / spin down) ... -12.90 / -15.92 eV
Energy relative to the best compared isomer or geometry (same formula, charge and spin) ... 1.7 kcal/mol

---

In order of appearance, E_tot = -31789.63539 -30010.63668 -6287.17117 -20374.48850 -18931.85894 -6784.23492 -12400.98627 -174279.22146 -69159.74586 -18228.74926 -95254.11954 -17026.13681 eV.